190
Properties=species:S:1:pos:R:3:forces:R:3 method="wB97M-V/def2-TZVPD" homo_lumo_gap_ha=0.3310 e_homo_ev=-8.56 fmax_ev_per_a=3.37
C -4.051 -2.256 4.693 -0.858 0.683 -0.424
C -2.727 -1.613 4.827 2.483 -1.493 1.553
O -2.958 -0.255 4.847 -0.323 1.568 -0.482
H -4.716 -1.762 5.407 -0.131 -0.324 -0.105
H -4.004 -3.295 4.861 0.025 -1.359 0.481
H -4.462 -2.141 3.683 0.059 0.263 0.126
H -1.996 -1.964 4.059 -0.497 0.433 0.128
H -2.190 -1.905 5.826 -0.998 0.143 -1.385
H -2.139 0.238 4.837 0.323 0.104 0.037
C 4.709 1.725 0.777 0.010 -0.172 0.565
C 3.731 0.704 0.308 -0.045 -0.526 -1.502
O 3.846 -0.529 0.941 0.318 -0.682 0.757
H 4.460 2.663 0.283 0.267 0.233 0.232
H 5.707 1.414 0.557 0.802 -0.027 -0.410
H 4.676 1.784 1.865 -0.230 0.452 0.028
H 3.912 0.503 -0.778 -0.334 0.498 0.357
H 2.749 1.116 0.442 -0.795 0.149 -0.164
H 2.979 -0.918 1.151 -0.059 -0.027 0.072
C -3.091 1.748 -3.506 -0.526 -1.056 -0.525
C -2.481 2.439 -4.709 1.786 -0.245 -0.339
O -1.951 3.731 -4.297 -0.423 -0.470 0.067
H -3.998 2.223 -3.179 -0.299 0.489 0.354
H -2.381 1.661 -2.688 0.141 0.376 0.085
H -3.391 0.687 -3.707 0.370 0.803 -0.317
H -3.082 2.566 -5.615 -0.594 -0.041 0.484
H -1.632 1.803 -5.048 -0.291 0.306 0.247
H -1.434 4.109 -5.017 -0.098 -0.162 0.035
C 3.870 -3.740 2.480 -0.290 -1.016 -0.715
C 3.868 -5.074 1.604 0.675 1.145 0.904
O 4.749 -4.773 0.496 -0.244 -0.692 0.506
H 4.934 -3.462 2.679 -0.884 -0.393 0.142
H 3.252 -3.850 3.435 0.897 0.243 -1.313
H 3.467 -2.942 1.815 0.116 -0.495 0.841
H 2.878 -5.352 1.215 0.006 0.288 0.237
H 4.248 -5.941 2.183 -0.076 0.465 -0.218
H 4.846 -5.602 0.013 0.138 0.179 -0.116
C 3.220 -2.718 -2.018 -1.472 0.483 0.201
C 2.444 -3.708 -1.171 0.140 -0.307 -0.254
O 1.064 -3.458 -0.883 0.164 0.190 -0.844
H 3.272 -1.773 -1.535 -0.280 1.088 0.715
H 2.717 -2.525 -2.963 0.355 -0.333 -0.424
H 4.254 -2.978 -2.062 0.648 -0.727 -0.575
H 2.898 -3.697 -0.204 0.324 -0.374 0.358
H 2.559 -4.688 -1.658 -0.123 -0.084 0.419
H 0.536 -3.543 -1.690 -0.052 0.138 0.080
C -4.165 0.382 1.065 1.237 0.728 0.496
C -4.331 1.855 0.646 0.020 0.681 1.383
O -3.125 2.687 0.880 -1.783 -0.856 -0.422
H -3.556 -0.051 0.300 0.323 -0.826 -0.335
H -5.129 -0.082 1.099 -0.551 -0.386 -0.093
H -3.647 0.171 2.066 -0.736 0.797 -1.229
H -5.226 2.215 1.209 0.827 0.414 -0.114
H -4.611 1.995 -0.410 0.436 -0.342 0.270
H -2.653 2.301 1.623 0.096 -0.166 0.096
C 0.022 -2.593 -7.480 0.260 -0.224 0.285
C -0.358 -1.322 -6.657 0.485 -0.799 0.304
C -0.038 -1.561 -5.119 -0.880 -0.152 -0.637
O -0.440 -0.402 -4.384 0.504 -0.589 0.744
C -0.150 -0.626 -2.995 1.800 0.478 -0.620
N 0.158 -0.119 -7.349 -0.113 0.757 1.099
H -0.563 -3.521 -7.281 0.331 0.775 0.474
H 1.103 -2.835 -7.355 -0.667 0.141 0.044
H -0.133 -2.446 -8.545 0.002 0.445 -0.121
H -1.434 -1.182 -6.676 -0.318 -0.148 -0.056
H 1.011 -1.832 -4.926 0.077 0.396 -0.149
H -0.644 -2.436 -4.716 0.543 0.765 -0.743
H -0.498 -1.593 -2.679 -0.309 -0.401 0.231
H -0.531 0.166 -2.380 -0.765 0.402 -0.033
H 0.963 -0.571 -2.772 -0.916 -0.317 -0.581
H 0.034 0.730 -6.758 0.006 -1.011 -0.470
H 1.145 -0.113 -7.592 -0.039 -0.520 0.257
C -3.452 -3.061 -4.778 0.761 0.064 0.620
C -3.886 -3.376 -3.329 -0.560 0.286 -0.128
C -2.850 -3.089 -2.229 -0.025 0.134 -1.328
O -1.621 -3.739 -2.519 0.203 -1.383 0.550
C -1.612 -5.088 -2.001 1.854 0.443 1.807
N -5.164 -2.709 -2.985 1.085 -0.783 0.967
H -2.547 -3.614 -5.030 -0.063 -0.136 -0.131
H -3.225 -2.011 -4.982 0.052 0.179 0.528
H -4.230 -3.293 -5.484 -0.417 -0.476 -0.190
H -4.122 -4.450 -3.263 0.155 0.202 -0.158
H -3.242 -3.388 -1.266 -0.132 0.007 0.333
H -2.619 -2.032 -2.236 -0.065 0.428 0.213
H -2.549 -5.603 -2.144 -0.217 -0.179 -0.169
H -1.304 -5.114 -0.885 -1.028 0.430 -1.291
H -0.748 -5.651 -2.390 -0.590 0.300 -0.681
H -5.216 -1.778 -3.311 0.578 1.493 -0.143
H -5.818 -3.132 -3.576 -1.551 -1.038 -0.710
C -1.870 7.236 -2.476 -0.143 0.614 -0.847
C -0.754 6.292 -2.071 2.079 -0.232 -0.781
C 0.226 7.043 -1.173 0.880 -0.183 0.887
O 1.508 6.363 -1.013 -1.184 -0.286 -0.927
C 2.193 6.703 0.165 -0.172 0.083 0.035
N -1.244 5.094 -1.429 -0.760 0.031 0.092
H -1.511 8.054 -3.141 0.259 -0.229 0.834
H -2.322 7.650 -1.565 -0.166 -0.052 -0.382
H -2.624 6.809 -3.155 0.025 -0.504 0.713
H -0.103 6.011 -2.957 -0.732 0.367 0.371
H -0.168 7.177 -0.149 -0.240 0.132 -0.490
H 0.451 8.010 -1.624 -0.166 0.213 0.071
H 2.275 7.801 0.274 -0.033 -0.357 0.128
H 3.194 6.286 0.040 -0.016 0.046 0.261
H 1.691 6.255 1.045 0.306 0.327 -0.153
H -1.725 4.554 -2.134 -0.269 -0.243 -0.029
H -0.518 4.494 -1.072 0.548 0.073 -0.032
C -0.096 0.420 6.882 0.109 0.571 0.267
C 0.695 -0.431 5.922 1.125 0.288 -0.226
C 1.981 0.242 5.444 0.980 0.191 -0.176
O 2.675 -0.693 4.620 -0.865 -0.331 0.366
C 3.881 -0.212 4.107 -0.076 1.349 0.443
N 0.949 -1.707 6.562 1.714 -1.298 0.013
H -0.969 -0.216 7.061 -0.203 0.686 0.521
H -0.355 1.430 6.483 -0.024 -0.823 0.168
H 0.490 0.603 7.833 -0.681 -0.389 -0.938
H 0.153 -0.707 5.009 -0.331 0.337 0.068
H 2.677 0.513 6.284 -0.705 -0.088 -0.287
H 1.788 1.174 4.862 -0.062 -0.438 0.300
H 4.541 0.140 4.945 -0.218 -0.392 -0.702
H 3.658 0.657 3.454 0.328 -0.241 0.196
H 4.317 -0.983 3.496 0.313 -0.208 -0.040
H 1.644 -2.204 5.954 -0.943 0.482 0.614
H 1.494 -1.594 7.433 -0.557 0.253 -0.400
C -1.621 6.828 3.546 0.181 -0.826 1.460
C -1.256 6.176 2.261 1.986 0.851 -0.190
C -0.559 4.788 2.451 -0.084 1.109 1.419
O 0.639 4.890 3.284 -0.299 -0.701 -1.679
C 1.528 3.801 2.970 0.154 1.066 2.613
N -2.322 6.226 1.309 -0.014 -0.904 -0.988
H -1.957 7.834 3.511 -0.525 0.866 -0.609
H -0.770 6.849 4.196 0.859 0.012 0.312
H -2.318 6.251 4.139 -0.686 -0.284 -0.076
H -0.478 6.860 1.830 -0.154 -0.700 0.315
H -0.317 4.456 1.463 0.324 -0.547 -0.664
H -1.175 4.054 2.978 -0.510 0.004 -0.387
H 1.249 2.848 3.422 -0.546 -0.069 0.007
H 2.459 4.085 3.469 0.135 -0.105 -0.272
H 1.696 3.643 1.946 0.095 0.057 -1.684
H -3.032 5.585 1.619 -0.666 -0.232 0.080
H -1.989 5.803 0.421 -0.391 0.343 0.391
C -0.982 -1.458 0.630 -0.771 2.026 -0.410
C 0.404 -0.938 0.953 -0.439 1.003 0.217
C 0.292 0.324 1.891 0.934 -1.268 0.047
O -0.594 1.307 1.443 -0.408 -0.330 0.492
C -0.310 1.734 0.131 0.511 0.721 0.674
N 1.245 -1.934 1.594 0.010 -0.576 0.054
H -1.513 -0.722 -0.030 0.312 -0.372 0.668
H -1.551 -1.480 1.570 -0.119 -0.658 -0.350
H -0.959 -2.332 0.011 0.043 -0.976 0.253
H 0.885 -0.656 0.000 0.109 -0.091 0.340
H 1.329 0.717 2.067 -0.621 -0.046 -0.176
H -0.066 -0.049 2.871 0.006 0.275 -0.387
H 0.712 2.142 0.131 -0.266 0.240 -0.430
H -1.087 2.452 -0.113 0.209 0.210 -0.172
H -0.350 0.914 -0.551 -0.034 -0.458 -0.600
H 1.138 -2.755 0.990 0.354 0.144 0.202
H 0.858 -2.245 2.497 0.114 0.476 -0.267
C 2.147 3.493 -4.655 1.027 0.848 -0.415
C 1.977 2.496 -3.519 -0.658 -0.636 -0.211
C 2.858 1.288 -3.573 1.210 -0.758 -2.387
O 2.646 0.566 -4.841 -0.576 1.942 1.149
C 3.581 -0.432 -5.021 0.340 -0.737 0.285
N 2.132 3.029 -2.177 0.076 -0.875 0.111
H 3.105 4.048 -4.755 0.107 -0.932 0.368
H 1.500 4.368 -4.543 -0.691 -0.421 0.056
H 1.970 2.985 -5.605 -0.154 0.200 0.049
H 0.974 2.090 -3.722 -0.223 0.164 0.593
H 2.783 0.575 -2.755 -0.686 0.008 0.310
H 3.905 1.610 -3.525 0.218 0.138 -0.230
H 4.517 -0.129 -5.521 -0.144 0.239 0.410
H 3.132 -1.190 -5.655 -0.069 -0.268 -0.075
H 3.754 -0.847 -4.021 0.623 -0.469 -0.346
H 3.028 2.706 -1.774 -0.718 0.830 -0.278
H 2.045 4.019 -2.237 0.296 0.853 0.617
C 0.418 -6.323 4.481 -0.310 0.354 0.289
C -0.053 -5.107 3.667 3.320 -0.086 -0.600
C -1.417 -5.278 3.165 -0.759 -1.296 -1.042
O -1.483 -6.635 2.596 -1.380 0.965 0.788
C -2.844 -6.989 2.254 0.494 1.098 0.127
N 0.091 -3.829 4.389 -0.724 -0.661 0.251
H 0.339 -7.190 3.856 0.096 -0.558 -0.229
H -0.285 -6.472 5.308 0.209 -0.040 0.210
H 1.454 -6.253 4.859 -0.512 0.279 -0.151
H 0.640 -5.101 2.775 -0.546 0.389 0.640
H -1.688 -4.535 2.393 0.072 -0.189 0.265
H -2.049 -5.141 4.036 -0.842 -0.313 0.100
H -2.836 -7.979 1.798 0.032 0.166 0.078
H -3.171 -6.216 1.543 -0.313 -0.410 -0.153
H -3.564 -6.949 3.107 0.741 -0.168 -0.286
H -0.291 -3.991 5.335 0.133 0.458 -0.500
H 1.075 -3.687 4.551 0.357 0.148 -0.003